# 1
85
Properties=species:S:1:pos:R:3:lowdin_spin:R:1 method="wB97M-V/def2-TZVPD" gap_ev="5.717 / 4.986" multiplicity=10 total_charge=0 mol_weight_g_mol=633.264 e_lumo_ha="-0.047 / -0.106"
Fe 24.729 -21.031 -17.676 3.725
Fe 19.136 -19.354 -23.510 3.021
C 22.932 -24.727 -18.717 0.004
C 24.276 -24.298 -18.158 0.009
O 24.296 -23.148 -17.329 0.104
H 22.519 -23.896 -19.290 0.002
H 22.204 -24.912 -17.927 0.000
H 22.984 -25.573 -19.402 0.000
H 24.986 -24.091 -18.959 0.001
H 24.663 -25.157 -17.611 0.002
C 20.615 -21.057 -18.432 0.407
C 19.972 -21.017 -19.637 0.175
C 20.717 -20.832 -20.916 0.118
O 20.108 -20.738 -22.084 0.117
C 22.075 -20.776 -20.934 0.014
C 22.903 -20.893 -19.719 0.155
C 22.070 -20.891 -18.335 0.230
O 22.699 -20.736 -17.307 0.273
O 24.163 -20.981 -19.653 0.158
O 18.687 -21.247 -19.557 0.423
H 20.028 -21.140 -17.529 0.013
H 22.605 -20.534 -21.844 -0.002
C 18.206 -24.328 -22.102 0.000
C 16.948 -23.884 -21.390 0.000
O 16.838 -22.500 -21.461 -0.001
H 18.130 -24.001 -23.139 0.000
H 18.316 -25.413 -22.104 0.000
H 19.092 -23.903 -21.630 0.000
H 16.930 -24.130 -20.328 0.000
H 16.027 -24.241 -21.850 0.000
H 17.429 -22.106 -20.815 -0.001
C 19.404 -17.698 -14.750 0.000
C 19.927 -18.990 -15.378 0.001
O 21.273 -18.867 -15.649 0.001
H 19.483 -16.933 -15.522 0.000
H 20.070 -17.499 -13.911 0.000
H 18.365 -17.800 -14.434 0.000
H 19.271 -19.140 -16.236 0.001
H 19.823 -19.924 -14.827 0.000
H 21.516 -19.374 -16.427 0.001
C 15.452 -17.571 -18.790 0.000
C 16.659 -18.371 -19.156 0.000
O 16.955 -19.182 -18.065 0.002
H 14.634 -18.189 -18.419 0.000
H 15.275 -16.970 -19.682 0.000
H 15.770 -16.880 -18.009 0.000
H 17.483 -17.692 -19.373 0.000
H 16.542 -18.961 -20.065 0.000
H 17.675 -19.772 -18.300 0.000
C 18.676 -25.578 -16.437 0.000
C 19.081 -24.566 -17.504 0.001
O 18.038 -23.634 -17.731 0.001
H 18.503 -25.027 -15.513 0.000
H 19.537 -26.233 -16.306 0.000
H 17.725 -26.052 -16.683 0.000
H 19.436 -24.896 -18.481 0.000
H 19.936 -23.956 -17.211 0.001
H 18.256 -22.994 -18.412 0.000
C 25.310 -23.095 -21.934 0.000
C 25.969 -22.984 -23.263 0.000
O 26.449 -21.677 -23.525 0.000
H 24.475 -22.398 -21.859 0.000
H 26.000 -22.983 -21.098 0.000
H 24.798 -24.041 -21.755 0.000
H 25.285 -23.128 -24.099 0.000
H 26.820 -23.656 -23.373 0.000
H 25.968 -21.096 -22.931 0.000
O 24.832 -18.937 -17.733 0.042
H 24.861 -18.551 -18.608 0.002
H 24.867 -18.187 -17.139 0.003
O 25.604 -19.655 -21.742 0.001
H 25.270 -20.322 -21.141 0.000
H 26.032 -19.014 -21.174 0.000
O 18.139 -22.032 -15.479 0.000
H 18.426 -22.332 -16.342 0.000
H 17.452 -22.649 -15.226 0.000
O 20.956 -19.047 -24.646 -0.007
H 21.820 -19.215 -24.270 -0.001
H 21.109 -19.010 -25.590 0.000
O 23.530 -18.836 -23.738 -0.001
H 23.829 -19.559 -24.289 0.000
H 23.983 -18.967 -22.904 0.000
O 21.919 -22.538 -15.351 0.004
H 22.648 -23.154 -15.275 0.000
H 22.165 -21.963 -16.075 0.000

=====

# 2
110
Properties=species:S:1:pos:R:3:mulliken_charge:R:1 method="wB97M-V/def2-TZVPD" gap_ev=7.408 total_charge=0 mol_weight_g_mol=940.634 e_lumo_ha=-0.014
C -1.628 1.663 -1.169 -0.728
N -1.345 0.383 -1.851 0.022
C -0.174 0.579 -2.735 -0.533
C -1.166 -0.636 -0.923 0.752
O -1.517 -0.517 0.249 -0.611
C -0.611 -1.985 -1.374 -1.082
O 0.784 -1.976 -1.702 -0.211
C 1.606 -2.117 -0.629 0.338
O 1.297 -2.728 0.373 -0.609
N 2.886 -1.539 -0.830 0.002
P 3.267 -0.185 0.234 0.519
C 3.286 1.300 -0.822 -1.140
O 1.936 0.123 1.163 -0.421
H -1.493 2.434 -1.915 0.191
H -0.923 1.851 -0.364 0.239
H -2.655 1.701 -0.843 0.414
H 0.617 1.097 -2.199 0.020
H -0.483 1.234 -3.545 0.440
H 0.165 -0.341 -3.186 0.193
H -0.867 -2.724 -0.627 0.444
H -1.132 -2.261 -2.291 0.418
H 3.527 -2.278 -0.544 0.435
H 3.689 2.121 -0.245 0.376
H 3.962 1.095 -1.648 0.342
H 2.306 1.590 -1.195 0.121
H 2.044 -0.468 1.920 0.219
C -4.273 4.984 -2.961 -0.701
N -3.093 4.543 -2.167 0.921
O -1.990 4.763 -2.618 -0.546
O -3.314 3.986 -1.110 -0.533
H -3.922 5.452 -3.864 0.302
H -4.856 4.093 -3.182 0.279
H -4.836 5.677 -2.351 0.280
C 4.983 -4.624 1.546 -0.769
N 5.755 -3.570 0.837 1.004
O 5.168 -2.906 0.004 -0.678
O 6.920 -3.431 1.131 -0.578
H 3.967 -4.623 1.168 0.297
H 5.479 -5.570 1.345 0.332
H 5.004 -4.384 2.602 0.137
C 7.605 -3.743 -2.093 -0.442
N 7.272 -5.102 -2.598 0.953
O 6.909 -5.930 -1.787 -0.539
O 7.381 -5.293 -3.789 -0.565
H 7.458 -3.734 -1.023 0.055
H 8.641 -3.540 -2.348 0.298
H 6.939 -3.041 -2.585 0.271
C 7.035 1.711 2.950 -0.751
N 5.958 1.433 1.960 0.849
O 5.017 2.201 1.922 -0.512
O 6.096 0.453 1.263 -0.414
H 6.774 2.609 3.498 0.297
H 7.100 0.856 3.614 0.258
H 7.957 1.843 2.394 0.288
C 3.084 -6.372 5.673 -0.812
N 3.827 -5.302 4.952 0.905
O 3.240 -4.664 4.103 -0.494
O 4.987 -5.129 5.266 -0.517
H 2.076 -6.411 5.289 0.299
H 3.604 -7.307 5.494 0.316
H 3.093 -6.118 6.728 0.315
C -0.518 -9.639 6.484 -0.717
N 0.664 -8.793 6.168 0.839
O 1.002 -8.702 5.009 -0.503
O 1.213 -8.250 7.106 -0.499
H -0.898 -10.055 5.559 0.317
H -0.186 -10.421 7.160 0.283
H -1.255 -9.002 6.962 0.282
C 4.396 -1.849 5.791 -0.697
N 4.714 -0.530 6.401 0.929
O 5.732 0.031 6.040 -0.550
O 3.939 -0.100 7.221 -0.540
H 5.178 -2.102 5.086 0.286
H 4.349 -2.577 6.595 0.299
H 3.434 -1.755 5.292 0.269
C 1.806 -3.910 -3.985 -0.144
N 0.828 -4.167 -5.077 0.968
O -0.158 -3.461 -5.125 -0.548
O 1.081 -5.068 -5.847 -0.593
H 1.437 -3.083 -3.389 -0.226
H 1.880 -4.820 -3.396 0.278
H 2.759 -3.673 -4.449 0.315
C -5.517 9.393 -4.997 -0.693
N -4.805 8.249 -4.365 0.885
O -5.431 7.222 -4.199 -0.478
O -3.647 8.413 -4.056 -0.556
H -6.535 9.085 -5.209 0.243
H -5.493 10.218 -4.291 0.298
H -4.980 9.645 -5.906 0.286
C -0.819 0.328 3.153 -0.461
N 0.188 0.077 4.223 0.940
O 1.106 -0.680 3.966 -0.525
O 0.033 0.640 5.282 -0.590
H -0.547 -0.239 2.272 0.039
H -1.784 0.015 3.540 0.324
H -0.810 1.394 2.948 0.283
C -8.996 5.582 -3.887 -0.527
N -8.560 6.820 -4.584 0.908
O -8.303 6.749 -5.765 -0.531
O -8.492 7.832 -3.916 -0.520
H -9.009 4.772 -4.606 0.312
H -8.283 5.388 -3.091 0.271
H -9.989 5.771 -3.486 0.140
C -13.168 8.369 -2.810 -0.697
N -12.830 7.026 -3.354 0.859
O -13.546 6.561 -4.208 -0.507
O -11.843 6.485 -2.894 -0.570
H -14.061 8.724 -3.308 0.301
H -13.330 8.256 -1.742 0.288
H -12.321 9.019 -3.006 0.276

=====

# 3
78
Properties=species:S:1:pos:R:3:mulliken_charge:R:1 method="wB97M-V/def2-TZVPD" gap_ev=2.738 total_charge=+1 mol_weight_g_mol=413.651 e_lumo_ha=-0.155
C -0.416 0.243 2.145 -0.715
N -0.245 0.233 0.634 0.425
C -1.241 -0.655 -0.065 -0.794
C -2.759 -0.218 0.064 1.346
C -3.628 -1.452 0.633 -0.627
N -3.953 -1.282 2.083 -0.479
C -0.079 1.600 0.035 -0.645
C -1.136 2.696 0.462 -0.626
C -2.027 3.187 -0.770 -0.292
C -3.136 4.174 -0.194 -0.883
C -4.321 3.439 0.565 0.122
N -4.997 4.382 1.515 -0.712
H -1.490 0.191 2.461 0.243
H 0.053 1.202 2.534 0.379
H 0.214 -0.606 2.553 0.322
H 0.668 -0.239 0.500 0.025
H -1.099 -1.695 0.380 0.488
H -1.005 -0.761 -1.168 0.216
H -2.963 0.636 0.765 -1.312
H -3.149 -0.053 -0.997 0.246
H -3.083 -2.425 0.465 0.228
H -4.595 -1.472 0.034 0.314
H -3.987 -0.292 2.345 0.204
H -4.905 -1.627 2.270 0.283
H 0.968 1.951 0.313 0.228
H -0.071 1.510 -1.094 0.432
H -0.553 3.609 0.814 0.493
H -1.827 2.421 1.305 0.320
H -1.344 3.715 -1.502 0.428
H -2.581 2.314 -1.241 0.090
H -2.616 4.864 0.540 0.321
H -3.606 4.744 -1.056 0.310
H -3.955 2.554 1.188 -0.185
H -5.131 3.085 -0.148 0.329
H -5.798 3.921 1.958 0.253
H -4.352 4.618 2.282 0.234
C -3.834 -1.830 5.743 -0.334
C -4.161 -0.794 6.764 0.262
N -4.417 0.015 7.557 -0.345
H -2.779 -2.098 5.812 0.237
H -4.439 -2.721 5.911 0.276
H -4.038 -1.444 4.744 -0.077
C 5.595 -2.397 -2.894 -1.451
C 5.351 -0.980 -2.390 0.045
N 3.939 -0.668 -2.195 0.244
C 3.686 0.748 -1.994 -0.772
C 4.268 1.393 -0.741 -0.657
C 3.202 -1.564 -1.321 -0.661
C 3.712 -1.743 0.113 -0.938
H 5.034 -2.597 -3.806 0.325
H 6.653 -2.536 -3.120 0.514
H 5.324 -3.147 -2.148 0.169
H 5.760 -0.295 -3.140 0.456
H 5.939 -0.822 -1.467 -0.046
H 2.605 0.930 -2.015 0.232
H 4.075 1.289 -2.863 0.395
H 3.711 1.110 0.155 0.133
H 4.202 2.482 -0.824 0.434
H 5.322 1.144 -0.594 0.073
H 3.171 -2.551 -1.792 0.406
H 2.149 -1.254 -1.285 0.153
H 4.796 -1.881 0.156 0.323
H 3.255 -2.631 0.558 0.391
H 3.440 -0.894 0.749 0.164
F 6.090 -4.662 -4.261 -0.925
N 6.733 0.546 1.517 -0.413
H 7.198 0.680 0.613 0.392
H 5.985 -0.150 1.415 0.220
H 7.415 0.217 2.206 0.404
H 6.332 1.434 1.829 0.386
C -3.503 -2.215 -3.371 0.678
O -3.746 -1.280 -2.612 -0.673
N -2.954 -2.035 -4.597 -0.424
N -3.765 -3.506 -3.046 -0.374
H -2.747 -2.784 -5.232 0.165
H -2.746 -1.091 -4.874 0.216
H -4.175 -3.678 -2.144 0.211
H -3.575 -4.284 -3.650 0.177

=====

# 4
78
Properties=species:S:1:pos:R:3:mulliken_charge:R:1 method="wB97M-V/def2-TZVPD" gap_ev=9.624 total_charge=0 mol_weight_g_mol=418.620 e_lumo_ha=0.016 smiles=COC[C@H](C)N.COC[C@H](C)N.COC[C@H](C)N.COC[C@H](C)N.OCCO
C -2.755 0.147 -6.749 -0.680
O -2.985 1.326 -5.994 -0.294
C -3.813 1.143 -4.863 -0.704
C -3.524 2.246 -3.848 0.398
C -2.054 2.342 -3.528 -1.153
N -4.347 1.879 -2.635 -0.749
H -1.790 0.261 -7.240 0.231
H -3.524 0.080 -7.526 0.252
H -2.751 -0.747 -6.123 0.317
H -4.866 1.235 -5.164 0.352
H -3.707 0.136 -4.432 0.294
H -4.018 3.128 -4.255 0.271
H -1.483 2.537 -4.437 0.413
H -1.680 1.354 -3.251 0.141
H -1.872 3.085 -2.754 0.389
H -4.274 0.876 -2.511 0.266
H -3.836 2.317 -1.876 0.323
C 3.890 1.473 -2.075 -0.740
O 4.657 1.059 -0.977 -0.497
C 3.876 0.353 -0.017 0.518
C 4.729 -0.415 0.974 0.093
C 5.621 -1.498 0.347 -1.617
N 3.906 -1.052 2.014 -0.652
H 4.502 2.108 -2.714 0.332
H 2.964 1.989 -1.800 0.347
H 3.626 0.606 -2.705 0.279
H 3.367 1.070 0.632 -0.053
H 3.206 -0.299 -0.594 -0.033
H 5.445 0.307 1.392 0.352
H 4.927 -2.160 -0.188 0.327
H 6.203 -1.989 1.118 0.390
H 6.255 -1.083 -0.437 0.341
H 3.391 -1.760 1.493 0.332
H 3.234 -0.333 2.285 0.293
C -3.081 -1.494 -0.825 -0.854
O -2.166 -0.859 0.055 -0.481
C -1.190 -0.035 -0.574 0.103
C -0.141 -0.752 -1.390 0.565
C 0.774 -1.613 -0.505 -1.451
N 0.629 0.272 -2.134 -0.449
H -3.849 -0.801 -1.161 0.253
H -3.574 -2.224 -0.172 0.308
H -2.602 -2.136 -1.566 0.314
H -1.678 0.737 -1.180 -0.257
H -0.700 0.540 0.218 -0.153
H -0.599 -1.437 -2.110 0.643
H 1.543 -2.053 -1.148 0.490
H 0.227 -2.503 -0.181 0.438
H 1.210 -1.012 0.292 -0.122
H 0.804 -0.080 -3.065 0.309
H 1.508 0.423 -1.655 -0.041
C -4.024 -2.385 4.578 -0.798
O -2.883 -1.611 4.348 -0.328
C -1.912 -2.318 3.645 -0.875
C -0.668 -1.468 3.396 0.616
C -0.022 -1.096 4.715 -1.470
N -1.129 -0.197 2.694 -0.528
H -3.835 -3.158 5.337 0.308
H -4.383 -2.943 3.699 0.301
H -4.882 -1.798 4.899 0.275
H -1.533 -3.227 4.156 0.442
H -2.298 -2.735 2.702 0.403
H -0.008 -1.999 2.712 0.258
H 0.584 -1.936 5.072 0.405
H -0.779 -0.919 5.482 0.346
H 0.656 -0.244 4.699 0.243
H -1.605 -0.547 1.861 0.072
H -1.880 0.090 3.320 0.286
O 1.374 0.954 2.339 0.021
C 1.503 2.211 2.966 -0.484
C 2.908 2.708 2.787 -0.524
O 3.875 1.863 3.410 -0.579
H 0.453 0.662 2.503 0.240
H 0.833 2.951 2.508 0.272
H 1.219 2.139 4.023 0.382
H 3.019 3.736 3.153 0.417
H 3.157 2.767 1.722 0.263
H 4.625 1.806 2.814 0.340

=====

# 5
85
Properties=species:S:1:pos:R:3:mulliken_charge:R:1 method="wB97M-V/def2-TZVPD" gap_ev=7.343 total_charge=-1 mol_weight_g_mol=586.723 e_lumo_ha=0.068
C 10.633 -0.443 -2.542 -0.975
C 10.828 0.923 -3.241 -0.304
C 9.679 1.299 -4.207 -0.831
C 8.568 2.148 -3.580 -0.815
S 7.527 1.168 -2.502 1.296
O 8.245 1.094 -1.248 -0.679
O 7.346 -0.109 -3.175 -0.746
N 6.200 2.053 -2.414 -0.428
S 4.966 1.438 -1.615 1.005
O 5.306 0.495 -0.572 -0.711
O 4.187 2.554 -1.103 -0.786
C 3.858 0.580 -2.729 -0.241
C 4.249 -0.894 -2.960 -0.987
H 9.763 -0.937 -2.966 0.214
H 11.521 -1.071 -2.629 0.342
H 10.443 -0.288 -1.483 0.228
H 11.738 0.880 -3.843 0.402
H 10.888 1.725 -2.505 0.206
H 10.123 1.887 -5.017 0.363
H 9.269 0.401 -4.669 0.394
H 9.029 2.949 -3.004 0.320
H 7.965 2.574 -4.381 0.378
H 3.811 1.134 -3.665 0.378
H 2.865 0.604 -2.284 0.094
H 5.152 -1.150 -2.412 0.250
H 3.466 -1.557 -2.594 0.327
H 4.418 -1.061 -4.022 0.271
O 0.340 0.557 0.187 -0.764
P -0.542 1.610 0.759 0.595
N -1.677 1.819 -0.505 0.289
C -2.257 3.022 -1.049 -0.875
C -2.566 0.678 -0.653 -1.399
N 0.603 2.918 0.896 0.253
C 0.619 4.026 -0.048 -1.238
C 1.997 2.463 1.078 -1.370
N -1.535 2.188 2.053 0.189
C -1.769 3.590 2.290 -0.882
C -1.206 1.520 3.319 -1.080
H -3.164 3.345 -0.510 0.303
H -2.546 2.843 -2.089 0.343
H -1.557 3.848 -1.080 0.244
H -3.352 0.669 0.115 0.528
H -2.003 -0.254 -0.569 0.242
H -3.037 0.676 -1.638 0.374
H 0.690 3.696 -1.093 0.310
H 1.481 4.663 0.154 0.396
H -0.251 4.678 0.063 0.376
H 2.469 2.183 0.137 0.589
H 2.048 1.605 1.748 0.335
H 2.589 3.266 1.522 0.374
H -0.891 4.101 2.704 0.346
H -2.589 3.674 3.009 0.379
H -2.099 4.121 1.399 0.203
H -0.236 1.855 3.714 0.334
H -1.154 0.438 3.177 0.305
H -1.972 1.714 4.072 0.343
O -5.132 -1.127 1.265 -0.712
P -5.802 -2.450 1.362 0.524
N -7.421 -1.999 1.669 0.243
C -8.386 -2.554 2.590 -0.906
C -8.068 -1.397 0.515 -1.145
N -4.974 -3.073 2.782 0.224
C -5.610 -3.113 4.089 -1.190
C -3.628 -2.513 2.946 -1.236
N -6.106 -4.010 0.707 0.057
C -6.426 -5.154 1.526 -0.889
C -5.085 -4.381 -0.288 -1.013
H -8.956 -3.394 2.161 0.319
H -9.108 -1.779 2.864 0.357
H -7.940 -2.877 3.523 0.219
H -8.375 -2.154 -0.223 0.320
H -7.392 -0.696 0.022 0.278
H -8.948 -0.830 0.822 0.376
H -6.013 -2.138 4.398 0.348
H -4.883 -3.425 4.841 0.400
H -6.406 -3.858 4.140 0.307
H -3.644 -1.521 3.413 0.388
H -3.116 -2.420 1.991 0.330
H -3.036 -3.178 3.580 0.446
H -5.559 -5.533 2.081 0.341
H -6.783 -5.947 0.864 0.396
H -7.237 -4.962 2.226 0.214
H -4.119 -4.605 0.187 0.346
H -4.928 -3.565 -0.997 0.314
H -5.399 -5.255 -0.860 0.338